This record from the OMol25 dataset describes 9 unconnected molecules or ions with the total composition C40H90F7N2O13S. The level of theory is ωB97M-V/def2-TZVPD.

Its total energy is -102385.0457 eV. As for the HOMO energy: -10.78 eV. The calculation puts the maximum force at 3.954 eV/Å. The total charge is +1. Its orbital gap is 0.306 hartree.

Each line ends with the Mulliken charge.
CARTESIAN COORDINATES (ANGSTROEM)
H (-2.30095, -8.66792, 0.37738)  0.608
F (4.56175, 1.10906, 2.10043)  -0.267
O (-0.27273, -6.86770, 0.29593)  -0.521
H (3.87062, -6.11126, 0.69509)  0.279
C (-3.87041, 5.67511, -1.53115)  0.350
H (-5.08715, 7.35580, 4.29794)  0.352
H (-1.00416, -6.52881, 2.13238)  -0.121
H (-2.00079, -4.91642, 1.96011)  0.101
C (0.22002, 10.41306, -0.97736)  -1.362
H (0.91498, 10.12154, 1.69292)  0.387
H (4.69361, -3.73638, 0.06592)  0.195
C (-2.36907, 5.81142, -1.71353)  -0.932
F (2.54219, 1.88340, 2.05787)  -0.153
H (-2.64198, -2.70245, -6.67046)  0.148
H (-2.87692, -8.20002, 1.98056)  0.329
H (-4.25558, 7.79874, -1.31769)  0.388
H (8.42912, -0.55888, 1.27740)  0.523
C (-0.74756, -3.00625, -3.18373)  0.618
C (-4.14606, 7.09829, 4.79151)  -1.376
H (2.83872, 1.52134, -0.48555)  0.913
C (3.00068, -5.60530, 0.26349)  -1.061
H (1.19691, 10.21222, -1.42667)  0.361
H (-1.26176, 4.74093, 3.09910)  0.344
C (-0.15092, 9.30148, -0.00979)  0.477
H (-2.16787, 1.08486, 3.29819)  0.334
H (-4.56560, -5.67556, 4.62222)  0.403
H (-3.36164, -1.62753, -8.82570)  0.380
O (-1.07446, 2.02355, 1.08292)  -0.494
C (1.50842, -0.47076, 1.38328)  -0.705
H (-2.11107, 6.71664, -2.26131)  0.357
H (-0.16471, -1.02521, -3.84780)  0.201
O (-4.18363, 4.46147, -0.83924)  -0.581
C (-0.19217, -2.03215, 2.49830)  0.041
H (-5.72087, -6.41388, 3.50012)  0.369
F (6.48018, 3.00506, 1.16820)  -0.205
H (-1.14581, 9.49095, 0.39690)  0.255
H (-1.97150, 4.94981, -2.25395)  0.308
H (0.55740, 8.39119, 1.81615)  0.269
F (4.23520, 3.29473, -0.38851)  -0.253
H (-0.32289, -2.22333, -5.14043)  0.206
H (2.63341, -4.87789, 1.00026)  0.136
H (7.59576, 0.41591, 0.06593)  0.337
H (7.11629, 0.56707, 1.80449)  0.261
C (5.45010, 3.73208, 1.59303)  0.578
C (-4.66168, -6.27416, 3.71557)  -1.345
H (5.48373, -4.57894, -1.23878)  0.590
O (5.20719, -1.65258, -1.45049)  -0.355
H (-0.20493, 2.47443, 2.83971)  0.038
H (-4.15845, -4.00295, -8.19522)  0.379
C (-2.33713, -1.96293, -8.66181)  -1.410
H (1.91496, -0.25351, 2.37290)  0.624
C (4.43580, -2.78906, -1.86480)  -0.112
C (-4.45170, 6.86667, -0.78665)  -1.139
C (-0.75428, -1.87540, -4.19794)  -1.092
N (4.51442, 0.72324, -1.99765)  -0.375
H (-2.30544, 2.61881, 4.17249)  0.308
C (4.69586, 0.50466, -0.57006)  -0.616
C (4.12993, 3.22192, 0.95868)  0.943
H (3.89467, -1.41525, 1.54463)  0.885
H (-2.17773, 4.45594, 1.62234)  -0.275
C (-4.04298, 5.59205, 4.96804)  0.501
H (-1.98592, -6.35657, 2.98114)  0.158
C (3.62912, -1.44528, 0.47840)  -2.492
H (-6.13325, 5.24949, 5.37043)  0.342
H (-4.86708, 5.13176, 3.26043)  0.270
S (6.38944, -1.48767, 0.85921)  1.515
C (4.90633, -1.05541, -0.25037)  0.477
H (-1.14061, -2.65128, -2.22759)  0.092
H (-2.61107, -3.89619, -3.83818)  0.414
H (-1.86923, 5.85779, -0.74292)  0.088
H (-5.52916, 6.75423, -0.66490)  0.321
H (2.20090, -6.34092, 0.14515)  0.271
O (-0.28936, -3.02607, 3.15035)  -0.537
H (-5.15954, 5.50703, 6.82416)  0.399
H (-2.91604, -7.03326, 0.64432)  0.453
H (-2.31978, -4.77191, 3.69218)  0.580
H (-0.42214, 4.58271, 1.54396)  0.312
C (-2.34488, -7.84498, 1.09610)  -1.233
H (-3.77799, 4.52653, 0.03304)  0.273
H (-0.56326, -3.81031, -8.20693)  0.313
O (-0.27066, 8.05357, -0.69690)  -0.452
H (3.28710, -2.46666, 0.32342)  0.283
H (0.74595, 0.29897, 1.19726)  0.343
H (2.22013, -0.03466, -1.91803)  0.364
C (-1.25290, 4.21140, 2.14772)  -0.681
H (-2.73475, -4.69334, -8.98532)  0.351
H (-3.06439, -5.06146, -7.29039)  0.325
H (-4.43471, -4.65227, 2.33022)  0.372
C (0.86620, -1.86021, 1.41934)  0.048
O (-1.04396, -0.99161, 2.68208)  -0.406
O (-4.02827, 4.93805, 3.69564)  -0.369
H (3.38197, -2.50039, -1.97921)  -0.077
F (5.36705, 3.65468, 2.90297)  -0.232
H (3.46340, -5.70587, -1.83914)  0.537
H (-3.74117, -7.24247, 1.48927)  0.145
H (-0.01645, -9.32742, 1.40317)  0.370
C (-3.11390, -4.27855, -8.04734)  -1.383
H (0.77310, -0.27909, -0.96264)  0.523
H (0.97150, -3.75465, -3.72448)  0.298
C (0.84739, 9.18923, 1.13164)  -1.280
C (2.56048, -0.39489, 0.26184)  2.203
C (1.81641, -0.60152, -1.07788)  -2.408
C (-2.28080, -3.07786, -7.63034)  0.759
C (-0.12461, -8.48712, 2.09481)  -1.685
H (5.37811, 1.04354, -2.42321)  0.276
H (-1.14474, -0.47516, 1.86538)  0.330
O (0.59442, -3.41991, -2.90218)  -0.354
H (-4.22529, -7.25837, 3.90890)  0.258
O (7.13418, -2.49022, 0.15137)  -0.667
F (5.63363, 4.97719, 1.22530)  -0.234
O (-0.92713, -3.46656, -7.38308)  -0.525
H (-0.60201, -8.85493, 3.00373)  0.407
H (1.84175, 8.95483, 0.73983)  0.342
H (-1.77057, -1.53161, -4.39551)  0.395
C (-1.14622, 2.71162, 2.34940)  0.833
H (-1.89091, 2.20513, 0.60090)  0.305
H (-4.11457, 7.61236, 5.75252)  0.402
H (-1.55999, -4.98843, -2.92184)  0.305
O (-4.14475, -6.37838, 1.34806)  -0.705
O (5.83804, -1.77750, 2.16508)  -0.710
H (-4.35418, 5.58259, -2.50450)  0.310
C (-0.94215, -7.37866, 1.45068)  0.913
H (2.45254, -4.33456, -1.37723)  -0.080
H (3.82425, 1.43661, -2.19878)  0.320
H (-5.06965, 3.96728, 5.95411)  0.322
C (-5.16489, 5.04672, 5.83582)  -1.364
H (-3.25280, 2.34511, 2.71155)  0.292
H (4.80263, -2.99788, -2.87513)  0.483
H (5.54702, 1.10495, -0.24481)  0.446
C (3.65755, 1.75219, 1.36401)  0.215
H (-3.08013, 5.34420, 5.42068)  0.262
H (0.87389, -8.12960, 2.34766)  0.364
H (-1.73892, -1.11057, -8.33886)  0.329
H (-4.00295, 6.94108, 0.20898)  0.224
H (1.78519, -1.66655, -1.31470)  -0.099
C (-2.28505, 2.16289, 3.18344)  -1.247
N (3.38946, 0.91770, 0.13052)  -0.284
C (-3.96022, -5.61283, 2.54004)  0.385
C (3.32231, -4.93440, -1.07285)  -0.034
H (-0.19303, -7.58739, -0.34085)  0.319
C (4.57241, -4.03166, -0.98531)  -0.615
F (3.16722, 4.05641, 1.35107)  -0.302
H (-1.93611, -2.31229, -9.61715)  0.353
C (7.46961, -0.09679, 1.02346)  -1.017
C (-2.48130, -5.39504, 2.81343)  -0.950
H (-0.51167, 10.47992, -1.78218)  0.324
H (0.36885, -2.11549, 0.47555)  0.328
H (-1.16532, -4.57542, -4.59793)  0.283
C (-1.57496, -4.18752, -3.66109)  -1.362
H (1.60568, -2.63472, 1.64266)  -0.046
H (-3.32966, 7.46955, 4.17106)  0.298
H (0.27016, 11.37787, -0.47197)  0.388
H (0.59025, 7.84615, -1.07787)  0.290